(1)
This record from OMol25 describes a molecular structure, C21H39Br2GeN5RbSe. The level of theory is ωB97M-V with the def2-TZVPD basis set.

Element x y z (Å)
Rb (0.6729, 1.1622, -0.6188)
C (-0.5208, -1.4650, -4.7936)
C (-0.3962, -1.0102, -3.3703)
N (0.6531, -0.9272, -2.6724)
C (1.9951, -1.3260, -3.0302)
C (2.5996, -2.0764, -1.8278)
N (2.1244, -1.5091, -0.5654)
C (2.7555, -2.0842, 0.6280)
C (1.9181, -1.7553, 1.8559)
N (1.7176, -0.3138, 1.9506)
C (0.7636, 0.1370, 2.9535)
C (-0.7160, -0.2194, 2.7130)
N (-1.0834, -0.0792, 1.3066)
C (-2.2967, -0.1001, 0.9329)
C (-3.5042, -0.1430, 1.8284)
C (-2.5613, -0.1430, -0.5601)
C (-3.8242, 0.0688, -1.1068)
C (-3.9756, -0.0558, -2.4781)
C (-2.8837, -0.4048, -3.2623)
C (-1.6592, -0.5959, -2.6357)
N (-1.5199, -0.4550, -1.3193)
H (0.4173, -1.8509, -5.1814)
H (-0.8272, -0.6265, -5.4239)
H (-1.2839, -2.2391, -4.8879)
H (2.5702, -0.4114, -3.2040)
H (2.0745, -1.9435, -3.9292)
H (3.6879, -2.0039, -1.8645)
H (2.3501, -3.1434, -1.9014)
H (1.1254, -1.6991, -0.5196)
H (3.7555, -1.6580, 0.7351)
H (2.8630, -3.1743, 0.5540)
H (2.4278, -2.1070, 2.7550)
H (0.9664, -2.3080, 1.7875)
H (1.3929, -0.0143, 1.0499)
H (0.8590, 1.2200, 3.0295)
H (1.0473, -0.2883, 3.9194)
H (-1.3252, 0.4054, 3.3732)
H (-0.9045, -1.2587, 3.0008)
H (-3.2405, -0.3628, 2.8578)
H (-4.2114, -0.8987, 1.4856)
H (-4.0223, 0.8194, 1.8077)
H (-4.6695, 0.3262, -0.4847)
H (-4.9446, 0.1013, -2.9338)
H (-2.9906, -0.5335, -4.3306)
Br (-0.1383, 2.7189, -3.4461)
C (-1.7774, 3.5412, -2.8439)
Br (-2.0512, 3.3521, -0.9481)
H (-2.5964, 3.0524, -3.3538)
H (-1.7183, 4.5967, -3.0701)
C (3.4617, 2.2328, 4.1677)
Ge (2.2220, 3.6641, 4.6221)
C (0.6301, 2.9702, 5.5118)
C (3.0998, 4.9413, 5.8003)
C (1.6256, 4.6927, 3.0464)
Se (1.4658, 3.8118, 1.3157)
C (3.3567, 3.5575, 0.9303)
H (3.6486, 1.6348, 5.0614)
H (4.4158, 2.6488, 3.8411)
H (3.0771, 1.5733, 3.3890)
H (0.9148, 2.4108, 6.4041)
H (0.0503, 2.3111, 4.8669)
H (-0.0088, 3.7985, 5.8212)
H (3.4357, 4.4512, 6.7145)
H (2.4165, 5.7455, 6.0749)
H (3.9689, 5.3799, 5.3086)
H (2.2598, 5.5674, 2.8980)
H (0.6222, 5.0701, 3.2530)
H (3.7770, 2.7411, 1.5092)
H (3.8868, 4.4844, 1.1363)
H (3.4476, 3.3447, -0.1338)

Atomic forces in eV per Å
Rb 0.17 0.52 -0.56
C -0.05 -0.01 -0.02
C -0.06 0.01 0.10
N 0.07 0.02 -0.07
C -0.11 -0.02 0.09
C -0.01 0.01 0.05
N 0.02 -0.08 0.03
C -0.02 0.02 -0.05
C -0.04 0.00 -0.01
N 0.02 -0.08 0.22
C -0.11 -0.21 -0.04
C -0.01 0.00 -0.07
N -0.07 -0.05 0.13
C -0.04 -0.05 -0.12
C 0.00 -0.05 0.01
C 0.05 -0.04 0.16
C -0.03 0.01 -0.02
C 0.01 -0.01 -0.01
C -0.04 0.01 -0.02
C 0.15 -0.03 -0.01
N -0.12 -0.15 -0.01
H 0.01 0.01 0.01
H 0.01 0.00 0.00
H 0.00 0.00 0.00
H 0.00 0.02 0.00
H 0.00 0.01 -0.02
H 0.00 0.01 0.00
H -0.01 -0.01 -0.01
H -0.04 0.00 -0.02
H 0.00 0.01 -0.01
H -0.01 -0.01 0.01
H 0.02 0.01 0.00
H 0.00 0.00 -0.01
H 0.25 -0.35 0.47
H -0.02 0.03 -0.03
H 0.07 0.12 0.04
H 0.00 0.01 0.00
H 0.01 -0.01 -0.02
H 0.00 0.00 0.00
H 0.01 0.00 0.00
H 0.01 0.00 -0.01
H 0.00 0.00 0.00
H 0.00 0.00 0.00
H -0.01 0.01 0.01
Br -0.07 0.11 -0.26
C 0.01 -0.02 0.03
Br -0.05 0.10 0.01
H -0.01 0.00 -0.01
H -0.01 0.01 -0.01
C 0.06 -0.05 -0.02
Ge 0.00 -0.02 0.02
C -0.04 -0.03 0.05
C 0.04 0.06 0.03
C -0.03 0.11 -0.07
Se 0.07 0.09 0.13
C -0.01 0.01 0.00
H 0.00 -0.01 -0.01
H 0.00 -0.02 0.00
H 0.03 -0.01 0.01
H -0.02 0.00 -0.01
H -0.02 -0.01 -0.02
H -0.01 -0.02 0.00
H 0.00 0.01 0.00
H 0.02 0.00 0.01
H 0.00 0.01 0.02
H 0.00 0.00 -0.04
H 0.00 0.01 -0.01
H -0.01 0.00 0.00
H 0.00 0.01 0.01
H 0.00 -0.01 -0.01

Properties
- ΔE to the lowest compared entry with this formula, charge and spin: 17.5 kJ/mol
- Net charge: +1
- HOMO energy: -10.474 eV
- Kohn-Sham gap: 8.00 eV


(2)
This record from OMol25 describes a molecular structure, C21H39ClNNdO2P2. The level of theory is ωB97M-V with the def2-TZVPD basis set.

Element x y z (Å)
C (0.7997, -0.9130, -7.3950)
C (0.8419, -0.6780, -5.9184)
H (1.8260, -0.9162, -7.7742)
H (0.2384, -0.1152, -7.8999)
H (0.3310, -1.8789, -7.6169)
O (1.8135, -0.4121, -5.2451)
Cl (-0.7600, -0.8444, -5.1150)
Nd (-0.3206, -0.6183, -0.5325)
P (0.4867, 1.7040, -1.9781)
C (1.7030, 2.9482, -1.3840)
C (0.5382, 2.2161, -3.7203)
H (0.4148, 3.3021, -3.7951)
H (-0.9474, 3.5904, -1.6603)
H (-0.2377, 1.7010, -4.2886)
H (-1.9259, 2.1133, -1.9549)
H (2.5779, 2.9238, -2.0527)
H (1.5007, 1.9153, -4.1425)
C (-1.0646, 2.5294, -1.4121)
H (1.2449, 3.9483, -1.4105)
H (-1.2085, 2.4235, -0.3232)
H (2.0160, 2.7129, -0.3574)
P (0.4673, -3.3883, -1.5581)
C (1.8492, -4.3785, -0.8393)
C (-0.8820, -4.4761, -0.9179)
H (-0.0893, -3.6342, -3.9244)
H (0.5579, -5.1547, -3.2360)
H (1.6488, -3.8039, -3.6363)
C (0.6565, -4.0608, -3.2493)
H (-1.8362, -4.2212, -1.3928)
H (-0.6129, -5.5107, -1.1669)
H (1.6626, -5.4446, -1.0151)
H (1.9425, -4.2057, 0.2369)
H (-0.9775, -4.3667, 0.1732)
H (2.7960, -4.1157, -1.3201)
C (2.0239, -0.4803, -1.0218)
O (3.1516, -0.2412, -1.1747)
C (-2.6200, 2.3243, 5.6841)
C (-1.8782, 2.3877, 4.3767)
C (-1.3289, 3.5966, 3.9260)
C (-0.5298, 3.6380, 2.7771)
C (-0.0244, 4.9742, 2.3224)
C (-0.2319, 2.4532, 2.0964)
C (-0.8366, 1.2289, 2.4690)
C (-1.7345, 1.2517, 3.5718)
N (-0.4291, 0.0680, 1.7952)
C (-0.1939, -1.1897, 2.5511)
C (0.2617, -0.9746, 3.9866)
C (-1.4902, -2.0045, 2.5177)
C (0.9158, -1.9920, 1.8550)
H (-2.0079, 2.6538, 6.5346)
H (-3.4978, 2.9832, 5.6780)
H (-2.9456, 1.3017, 5.9013)
H (-1.4940, 4.5255, 4.4849)
H (-0.8839, 5.6516, 2.2183)
H (0.6525, 5.4264, 3.0627)
H (0.4981, 4.9184, 1.3588)
H (0.5619, 2.4307, 1.3340)
H (-2.2707, 0.3403, 3.8468)
H (-0.4865, -0.4873, 4.6098)
H (0.4423, -1.9574, 4.4302)
H (1.1961, -0.4120, 4.0294)
H (-1.8128, -2.2288, 1.4824)
H (-1.3439, -2.9560, 3.0435)
H (-2.2909, -1.4524, 3.0158)
H (0.5677, -2.5024, 0.9235)
H (1.7854, -1.3695, 1.5972)
H (1.2239, -2.7973, 2.5389)

Atomic forces in eV per Å
C 0.18 -0.06 -0.15
C 2.29 0.43 0.85
H -0.19 0.04 0.14
H -0.01 -0.24 0.22
H -0.04 0.28 0.08
O -2.13 -0.52 -1.12
Cl -0.16 -0.07 0.12
Nd -1.62 0.41 2.68
P 0.05 2.30 -0.42
C 0.46 -0.53 0.53
C -0.15 -0.71 -0.48
H 0.01 -0.22 0.14
H -0.26 -0.20 0.10
H 0.02 0.20 -0.03
H 0.05 0.24 0.15
H -0.24 0.02 0.35
H -0.08 0.10 0.03
C -0.15 -0.58 0.05
H 0.14 -0.39 -0.04
H -0.03 0.16 -0.29
H 0.07 0.27 -0.29
P 0.28 -2.01 0.00
C 0.36 0.59 0.37
C -0.23 0.45 -0.02
H 0.06 -0.14 -0.01
H 0.00 0.32 0.13
H -0.17 0.00 0.08
C -0.20 0.52 -0.52
H 0.06 -0.16 0.14
H -0.18 0.25 0.13
H -0.08 0.29 -0.01
H 0.06 -0.12 -0.14
H -0.01 -0.12 -0.31
H -0.08 0.02 0.11
C 6.05 1.18 -0.48
O -4.47 -1.12 0.46
C -0.33 -0.01 0.16
C 0.03 0.17 -0.48
C 0.22 -0.33 -0.14
C -0.31 -0.14 0.16
C 0.16 0.33 -0.06
C -0.11 -0.31 0.18
C -0.06 0.87 0.56
C 0.44 -0.18 -0.20
N 0.56 -0.88 -2.66
C -0.41 0.42 -0.06
C 0.06 -0.25 0.37
C 0.07 -0.28 0.39
C -0.06 -0.06 -0.24
H 0.05 -0.06 -0.35
H 0.12 -0.20 -0.05
H -0.04 0.21 -0.05
H 0.05 -0.41 -0.15
H 0.31 -0.08 -0.07
H -0.16 -0.15 -0.25
H -0.09 0.02 0.23
H -0.44 0.08 0.29
H 0.23 0.40 0.02
H 0.21 0.01 -0.13
H 0.06 0.05 0.02
H -0.09 0.08 -0.01
H 0.02 0.02 0.17
H -0.18 0.05 -0.17
H 0.05 -0.23 -0.20
H 0.09 0.01 0.36
H -0.13 -0.14 0.31
H 0.06 0.11 -0.51

Properties
- 2S+1: 4
- Net charge: +2
- HOMO energy (alpha / beta): -12.579 / -12.874 eV
- <S²>: 3.86
- Kohn-Sham gap (alpha / beta): 4.95 / 5.56 eV


Computed values of total energy (unit: eV) for the preceding records, in sequence: -292458.135, -74356.961.